Entry from the Open Molecules 2025 dataset: C6H10N2O in the gas phase (the ωB97M-V functional and the def2-TZVPD basis).

Last column: Löwdin charge in e.
Cartesian coordinates (Å):
C 0.01702 -0.56420 1.37731  -0.10
C 1.30925 1.32638 0.14487  -0.19
C 0.07071 0.98199 0.98339  -0.44
C -0.87973 -1.02731 0.32134  -0.24
N 1.68983 0.27280 -0.77732  0.02
C -1.46562 0.40445 -0.45192  -0.20
C -1.13185 -2.16751 -0.27781  0.05
N -1.49937 0.56635 -1.69979  0.11
O -0.45495 1.81009 1.71304  0.07
H 2.68804 0.11271 -0.78555  0.08
H 1.38838 0.49140 -1.72080  0.07
H -0.74921 0.04866 -2.17553  0.05
H 0.99343 -1.04249 1.34611  0.12
H -0.45427 -0.61641 2.35866  0.12
H 1.08214 2.26999 -0.36476  0.12
H 2.10568 1.51364 0.87427  0.13
H -2.20581 0.93446 0.15253  0.11
H -1.74618 -2.22303 -1.16320  0.06
H -0.75747 -3.09196 0.14517  0.07

Forces on the atoms, in the same order (eV/Å):
C -0.4947 1.4315 0.2095
C -0.8919 0.5631 -0.8795
C 2.8613 -0.6803 4.1284
C -0.7680 3.2461 -2.8282
N 0.0955 -0.0141 -0.1675
C -1.7772 -4.0740 0.5735
C -0.0922 -0.4232 0.3326
N 1.1533 0.9997 -0.4141
O -0.0204 -0.5718 -1.4566
H -0.0942 0.0543 -0.0716
H 0.1994 -0.0801 0.1759
H -0.5592 -0.4559 0.1477
H -0.0002 0.0448 0.1133
H 0.2033 -0.0248 0.1291
H 0.2387 0.0491 0.1353
H -0.2474 -0.0836 0.0071
H 0.2243 0.1223 -0.0339
H -0.0666 -0.0049 -0.0337
H 0.0362 -0.0981 -0.0672

Calculated values
E   -419.25912 hartree
SMILES   [H]/N=C\C(=C)CC(=O)CN
HOMO   -0.3328 hartree